1.
# C23H29N5O4V

C23H29N5O4V as an isolated structure (ωB97M-V with the def2-TZVPD basis set, the OMol25 dataset).

XYZ file:
```
62
Properties=species:S:1:pos:R:3:forces:R:3:mulliken_spin:R:1
V -0.244135 -0.389247 0.096388 -0.8636 -0.9295 -0.9904 2.78
C -0.538454 0.348715 -4.073589 -0.0233 -0.0574 0.0324 0.00
O -0.605985 0.983816 -2.803236 -0.0761 0.0861 -0.0045 0.01
C -1.909890 1.422085 -2.472319 0.2035 0.1671 -0.2362 0.02
C -2.762364 0.321476 -1.932548 -0.0627 -0.2435 0.4744 0.00
O -2.347213 -0.005495 -0.577907 -0.1363 -0.2991 -0.0205 -0.01
C -3.174762 -1.062138 -0.027932 0.1029 0.5612 -0.1739 0.00
C -2.528429 -2.386415 -0.257363 0.3923 -0.2621 0.2205 0.02
O -1.260836 -2.349165 0.432709 -0.0334 -0.1057 -0.0833 0.00
C -0.590729 -3.624513 0.386790 -0.2048 0.2854 -0.0469 0.02
H -0.928522 1.004768 -4.854863 -0.0012 0.0234 -0.0101 0.00
H 0.506618 0.131821 -4.280059 0.0175 0.0369 0.0521 0.00
H -1.091144 -0.594828 -4.087325 -0.0024 0.0036 -0.0070 0.00
H -1.810986 2.217794 -1.733390 0.0255 0.0085 0.0817 -0.01
H -2.419932 1.847014 -3.342016 0.0604 0.0372 -0.0949 0.00
H -3.806966 0.627560 -1.883445 -0.0570 0.0826 -0.0264 0.00
H -2.688370 -0.575571 -2.548714 -0.0058 -0.0338 -0.0790 -0.01
H -3.277291 -0.860583 1.034224 0.0042 0.0215 0.1103 -0.01
H -4.163908 -1.027247 -0.479592 -0.0752 0.0043 -0.0360 0.00
H -3.143760 -3.185436 0.157099 -0.0332 -0.0755 0.0350 0.00
H -2.351999 -2.589244 -1.315563 0.0048 0.0105 -0.0871 -0.01
H -1.241591 -4.385682 0.810718 -0.0281 -0.0766 0.0259 0.00
H -0.348359 -3.874422 -0.645400 0.0468 -0.0500 -0.0478 0.00
H 0.310396 -3.544925 0.985091 0.0609 0.0418 0.0261 -0.01
C -1.804299 0.243197 4.157492 -0.0148 -0.2062 -0.0562 -0.01
C -1.373609 -0.383141 2.985007 0.0424 0.0436 -0.2563 0.08
N -0.785646 0.268077 1.984993 -0.1953 0.7192 0.8884 -0.08
C -0.581333 1.614767 2.140392 0.3568 -0.3507 -0.5402 0.05
C -0.976708 2.312997 3.271538 -0.0677 0.4377 0.3237 -0.01
C -1.615514 1.590956 4.294810 -0.0674 0.2004 0.1842 0.03
C -0.696083 3.727338 3.367219 -0.1722 -0.2970 0.1663 0.00
C -0.011865 4.355672 2.398454 0.2016 0.0777 -0.3561 0.00
C 0.454561 3.638978 1.232809 0.0523 0.5755 0.2261 0.00
C 1.239598 4.235976 0.227452 -0.0008 0.2884 0.1447 0.02
C 1.677157 3.484213 -0.824834 0.0261 -0.1327 -0.1594 -0.01
C 1.300348 2.138370 -0.899409 -0.1173 -0.1258 0.0047 0.06
N 0.547992 1.548978 0.017464 0.0338 0.7700 0.2021 -0.06
C 0.149756 2.297694 1.090869 -0.1927 -0.7499 0.0370 0.02
H -2.281728 -0.344738 4.929733 0.0236 0.0307 -0.0231 0.00
H -1.521490 -1.444425 2.832596 0.0121 -0.0354 0.0208 0.00
H -1.945447 2.104528 5.192314 0.0399 -0.0154 -0.0832 0.00
H -1.034220 4.270622 4.241425 -0.0018 -0.0736 -0.0151 0.00
H 0.210580 5.413040 2.482243 0.0131 -0.0552 -0.0438 0.00
H 1.503181 5.286288 0.299533 -0.0440 -0.0761 0.0316 0.00
H 2.290673 3.911218 -1.606276 -0.0186 -0.0256 0.0240 0.00
H 1.590887 1.529966 -1.744571 -0.0056 -0.0176 0.0014 0.00
C 2.735436 -2.731786 -2.953193 0.1320 0.1739 0.3666 0.00
N 2.781572 -2.225229 -1.562316 0.1801 -0.1807 -0.1315 0.00
C 3.900743 -2.346809 -0.786210 0.0416 -0.1772 -0.5186 0.01
C 3.958331 -1.900890 0.479494 -0.0791 0.0941 0.1782 0.00
C 2.780663 -1.291977 1.001288 -0.1465 0.0477 0.0796 0.02
N 1.676418 -1.195693 0.259181 0.8090 -0.3870 -0.1521 0.03
C 1.671938 -1.643446 -1.029952 -0.6756 0.1614 -0.2482 0.00
O 0.612423 -1.480257 -1.684915 0.6379 0.0427 0.5151 0.00
N 2.739214 -0.805149 2.238057 0.0630 0.0072 0.1455 0.02
H 3.757428 -2.833986 -3.304866 -0.0053 -0.0316 -0.0322 0.00
H 2.203079 -2.015152 -3.567174 -0.0406 0.0257 -0.0374 0.00
H 2.229661 -3.692433 -2.987528 -0.0398 -0.0325 0.0079 0.00
H 4.747224 -2.819907 -1.266647 -0.0238 0.0021 0.0149 0.00
H 4.861068 -2.000990 1.063988 -0.0611 0.0191 -0.0057 0.00
H 3.536710 -0.868924 2.847350 -0.0078 0.0099 0.0100 0.00
H 1.889913 -0.398078 2.594434 -0.0034 0.0061 -0.0280 0.01
```
Positions in Å, forces in eV/Å.

As for the spin multiplicity: 4. For the HOMO energy (spin up / spin down), the calculation gives -13.283 / -14.441 eV. Its total charge is +2. For the total energy, the calculation gives -2412.2349 a.u. As for the lowest unoccupied orbital energy (spin up / spin down): -5.6 / -5.8 eV. The gap between HOMO and LUMO (spin up / spin down) is 7.678 / 8.621 eV.

2.
# C29H22Cl2GeO4S3Zr

C29H22Cl2GeO4S3Zr as an isolated structure (ωB97M-V with the def2-TZVPD basis set, the OMol25 dataset).

XYZ file:
```
62
Properties=species:S:1:pos:R:3:forces:R:3:nbo_charge:R:1
Zr -1.442876 0.838150 1.792491 0.6950 -0.0066 0.1035 1.98
S -5.526603 0.174099 3.702716 -0.0783 -0.0122 0.0579 0.02
C -4.128985 0.367912 2.909959 0.1914 0.0277 -0.0745 -0.49
S -3.282758 -0.873394 2.025295 -0.1890 -0.0602 -0.0081 -0.20
S -3.302602 1.953087 2.841027 -0.2908 0.1574 0.1043 -0.16
Cl 1.355894 2.373437 8.570550 -0.0010 -0.0017 0.0154 0.01
C 0.750287 1.721783 7.081630 0.0138 0.0197 -0.0184 -0.07
C -0.114553 0.619968 7.123219 -0.0137 -0.0288 -0.0145 -0.18
C -0.605258 0.073609 5.963740 0.0243 0.0007 -0.0009 -0.11
Cl -1.664361 -1.282638 6.005557 -0.0115 -0.0148 0.0116 0.05
C -0.271294 0.620309 4.702046 0.1166 0.1045 -0.0159 0.47
O -0.727930 0.104537 3.608714 -0.2942 -0.0495 -0.1077 -0.82
C 0.597682 1.735530 4.692993 -0.0586 -0.0780 -0.0395 -0.29
C 1.000371 2.291630 3.434972 -0.0106 -0.0834 -0.0449 0.47
O 0.543372 1.986385 2.327035 -0.1208 0.0590 0.0184 -0.63
C 1.113678 2.272450 5.884985 0.0253 0.0177 0.0103 -0.16
H -0.399490 0.194101 8.075461 0.0062 0.0044 0.0035 0.25
H 1.799758 3.045548 3.464060 0.0066 -0.0062 -0.0059 0.15
H 1.786242 3.120257 5.848828 0.0000 -0.0001 0.0058 0.23
O -1.202306 2.718946 0.581537 0.0379 0.0577 0.0617 -0.71
C -1.552993 2.119442 -0.469614 -0.1949 -0.2933 -0.1225 0.81
O -2.032956 0.941100 -0.347496 0.0539 0.0425 0.0323 -0.77
C -1.297093 2.632974 -1.846143 0.0678 0.0333 0.0221 -0.50
C 0.012533 1.996556 -2.344496 0.0075 0.0104 0.0195 -0.81
Ge 0.209031 0.032251 -2.227114 -0.0148 -0.0174 0.0335 1.61
C -1.164376 -0.972163 -3.181697 0.0249 -0.0032 0.0010 -0.49
C -0.776068 -1.694894 -4.311126 -0.0352 -0.0076 -0.0429 -0.14
C -1.700119 -2.434140 -5.038087 0.0268 0.0123 0.0103 -0.23
C -3.028395 -2.464981 -4.642572 -0.0078 0.0030 0.0042 -0.20
C -3.428539 -1.754022 -3.520016 -0.0078 0.0012 0.0103 -0.20
C -2.506491 -1.012089 -2.794421 0.0153 -0.0122 0.0036 -0.21
C 1.939749 -0.356664 -3.057273 -0.0056 0.0346 -0.0362 -0.37
C 2.502306 0.489860 -4.011914 0.0253 -0.0205 -0.0021 -0.24
C 3.717060 0.185065 -4.613087 0.0106 -0.0006 -0.0067 -0.20
C 4.389094 -0.978334 -4.269695 -0.0136 0.0077 0.0017 -0.21
C 3.841890 -1.834880 -3.324408 0.0038 -0.0049 0.0049 -0.21
C 2.630023 -1.523278 -2.725254 -0.0189 -0.0145 0.0130 -0.22
C 0.435406 -0.631524 -0.380212 0.1084 0.1329 -0.0112 -0.48
C -0.457225 -1.528648 0.224052 -0.1021 0.0624 0.0176 -0.26
C -0.174468 -2.097101 1.463450 0.0149 -0.0004 -0.0051 -0.20
C 1.016202 -1.789173 2.115069 0.0395 0.0394 -0.0289 -0.18
C 1.899842 -0.890833 1.540845 -0.0133 -0.0343 0.0339 -0.22
C 1.606459 -0.311832 0.308985 -0.0162 -0.0460 -0.0252 -0.14
H -1.217232 3.718999 -1.836686 -0.0250 0.0040 0.0262 0.23
H -2.134899 2.333141 -2.476138 0.0167 -0.0130 -0.0167 0.24
H 0.860674 2.431282 -1.808284 -0.0128 0.0009 0.0141 0.23
H 0.147695 2.257239 -3.395287 -0.0118 -0.0181 -0.0092 0.24
H 0.258208 -1.685043 -4.634743 0.0085 0.0039 0.0161 0.21
H -1.377299 -2.986101 -5.911771 -0.0109 -0.0038 -0.0002 0.21
H -3.750275 -3.042828 -5.205478 -0.0009 0.0012 0.0002 0.21
H -4.463352 -1.776476 -3.202572 -0.0012 -0.0039 -0.0020 0.22
H -2.835785 -0.467640 -1.919512 -0.0095 0.0102 -0.0120 0.24
H 1.996123 1.402674 -4.302582 -0.0085 0.0046 0.0058 0.21
H 4.137268 0.856913 -5.350797 0.0003 -0.0002 0.0005 0.21
H 5.335570 -1.217918 -4.736955 -0.0002 0.0010 -0.0019 0.22
H 4.359986 -2.746199 -3.053614 -0.0029 0.0005 0.0013 0.22
H 2.218082 -2.202282 -1.985976 0.0039 -0.0005 -0.0006 0.21
H -1.381316 -1.790701 -0.280325 0.0340 -0.0231 -0.0190 0.25
H -0.882344 -2.777546 1.917952 -0.0041 0.0039 0.0045 0.24
H 1.230752 -2.229628 3.079601 0.0029 0.0000 0.0009 0.23
H 2.819029 -0.631662 2.051358 0.0016 -0.0028 0.0008 0.22
H 2.319970 0.375376 -0.132796 0.0023 0.0031 0.0023 0.21
```
Positions in Å, forces in eV/Å.

As for the spin multiplicity: 1. For the HOMO energy, the calculation gives -7.882 eV. The energy above the lowest of the compared OMol25 structures with the same formula, charge and spin comes out at 0.000 eV. Its total charge is 0. For the total energy, the calculation gives -5658.3691 a.u. As for the lowest unoccupied orbital energy: -1.0 eV. The gap between HOMO and LUMO is 6.839 eV.

3.
# C8H14O5

A 2-piece molecular cluster, C8H14O5 overall (ωB97M-V with the def2-TZVPD basis set, the OMol25 dataset).

XYZ file:
```
27
Properties=species:S:1:pos:R:3:forces:R:3:nbo_charge:R:1
C 1.237871 0.846233 -1.684787 -3.2376 1.0130 -1.7734 0.69
C 2.523889 0.695319 -1.745191 0.5400 -1.3174 -0.2666 -0.29
C -0.017199 -1.191016 0.267244 0.3070 2.0919 2.4875 0.25
C 3.569148 1.672598 -1.405054 -0.1629 0.1618 0.7943 -0.60
C 3.103057 -0.698547 -1.927890 -1.6981 -0.2939 2.5520 -0.59
C -3.260514 0.317488 1.810119 -0.0847 -2.6779 0.9001 -0.07
C -1.119234 -0.156271 0.555077 -1.1671 0.1683 -0.6946 -0.11
C -2.014788 -0.656832 1.728517 -2.6070 -1.0963 -0.2126 0.07
O 0.059576 1.027579 -1.930882 3.1008 -0.5823 1.0686 -0.56
O -0.386663 -1.937812 -0.650461 -1.1497 -1.7136 -2.5515 -0.61
O -4.149917 -0.031496 2.916194 2.8420 -0.0327 1.6260 -0.73
O -2.144496 -0.081782 -0.510889 0.7091 -0.8779 0.0109 -0.76
O -1.486327 -0.769353 3.061168 1.1780 0.3189 -1.5982 -0.73
H 3.314076 2.195354 -0.535129 -0.5023 1.0847 1.3768 0.22
H 3.677422 2.389374 -2.162886 0.5739 0.9437 -1.2014 0.22
H 4.493935 1.195385 -1.132701 0.3884 -0.2785 -0.3617 0.22
H 4.133456 -0.653114 -2.168026 0.9847 0.1213 0.1611 0.22
H 2.647928 -1.270452 -2.678516 -0.9470 -0.8204 -1.0587 0.22
H 2.857712 -1.176179 -0.917532 1.0113 0.0017 -1.4078 0.24
H -3.830595 0.211350 0.898537 -0.2430 -0.0282 0.0961 0.20
H -2.854599 1.285932 1.834029 0.2633 1.6942 0.5680 0.15
H -0.754866 0.875742 0.633785 0.2990 -0.4154 0.5804 0.21
H -2.491582 -1.698893 1.380681 1.3216 1.8884 0.7731 0.17
H -1.288377 -1.655246 -1.021726 0.4639 -0.1797 0.2997 0.47
H -3.555297 -0.195285 3.775473 -1.7443 0.6204 -2.9623 0.48
H -1.750113 0.247869 -1.332325 0.2372 0.3612 0.3679 0.50
H -0.513502 -0.787944 2.943171 -0.6765 -0.1555 0.4261 0.49
```
Positions in Å, forces in eV/Å.

As for the spin multiplicity: 1. For the HOMO energy, the calculation gives -8.796 eV. The energy above the lowest of the compared OMol25 structures with the same formula, charge and spin comes out at 4.176 eV. Its total charge is 0. For the total energy, the calculation gives -689.2333 a.u. As for the lowest unoccupied orbital energy: 0.5 eV. The gap between HOMO and LUMO is 9.256 eV.